The following is a quantum chemistry calculation of a molecular structure, C28H24BrN5O4Pt at a distorted geometry, from the OMol25 dataset.

Last column: Mulliken charge in e.
Geometry (Å):
Pt  1.742  -0.106  -1.500  1.895
C  -1.584  2.888  1.007  -0.375
O  -2.121  1.934  1.941  -0.462
C  -1.372  1.547  2.959  0.439
C  -1.936  0.572  3.834  -0.819
C  -1.054  -0.066  4.717  -0.518
C  0.339  0.102  4.629  -0.017
C  0.810  1.193  3.904  -0.276
C  -0.027  1.909  3.093  -0.124
N  1.231  -0.699  5.462  -0.468
N  2.195  -1.260  4.987  -0.521
C  2.492  -1.148  3.595  -0.002
C  3.761  -0.757  3.314  -0.238
C  4.220  -0.298  2.024  -1.087
C  3.293  -0.273  0.977  1.179
O  3.514  0.210  -0.226  -0.916
C  2.004  -0.932  1.190  0.040
N  1.157  -1.249  0.162  -1.177
C  0.060  -1.888  0.346  -0.043
C  -0.313  -2.399  1.585  -0.987
C  0.465  -2.145  2.671  -0.502
C  1.556  -1.320  2.519  0.984
H  -2.258  2.931  0.195  0.306
H  -0.587  2.647  0.706  -0.184
H  -1.418  3.867  1.433  0.427
H  -2.917  0.305  3.655  0.541
H  -1.445  -0.807  5.346  0.456
H  1.845  1.372  3.946  0.566
H  0.443  2.767  2.587  0.489
H  4.417  -0.577  4.129  0.429
H  5.149  0.182  1.831  0.476
H  -0.587  -1.854  -0.524  0.396
H  -1.126  -3.080  1.714  0.484
H  0.234  -2.638  3.557  0.670
Br  -0.381  -6.727  -3.674  -0.191
C  -1.320  -5.094  -3.482  -0.184
C  -2.678  -5.090  -3.677  -0.240
C  -3.365  -3.872  -3.665  -0.568
C  -2.716  -2.681  -3.607  -0.385
C  -1.325  -2.636  -3.471  0.472
C  -0.617  -3.898  -3.370  -0.384
C  -0.718  -1.295  -3.216  0.480
O  -1.484  -0.292  -3.462  -1.014
O  0.388  -1.288  -2.656  -0.999
H  -3.337  -5.961  -3.679  0.361
H  -4.462  -3.880  -3.709  0.332
H  -3.143  -1.684  -3.433  0.360
H  0.418  -3.860  -3.358  0.642
C  -1.662  3.679  -3.797  -1.273
C  -0.588  3.204  -2.882  0.527
C  0.238  3.909  -2.072  -0.919
C  1.103  2.913  -1.511  0.776
N  0.709  1.688  -1.875  -0.629
N  -0.299  1.871  -2.801  0.243
C  2.193  3.109  -0.489  -1.054
H  -1.326  4.123  -4.717  0.305
H  -2.345  4.438  -3.393  0.330
H  -2.418  2.904  -4.079  0.283
H  0.377  4.933  -1.790  0.416
H  -0.782  1.108  -3.197  0.431
H  1.916  4.009  0.070  0.349
H  3.161  3.221  -0.975  0.328
H  2.284  2.219  0.203  0.145

## Properties
LUMO (spin up / spin down)   -0.32 / -1.49 eV
Energy   -4349.31097 hartree
Spin multiplicity   3